No. 1
The following is a quantum chemistry calculation of a molecular structure, C14H12F5N3OOsS2Te, from OMol25.

As for the total charge: +1. The spin multiplicity is 6. The highest occupied orbital energy (alpha / beta) is -11.51 / -12.19 eV. The expectation value of S² is 8.84. The value obtained for the gap between HOMO and LUMO (alpha / beta) is 7.10 / 5.26 eV.

Positions of all 39 atoms, in Å:
Os 0.524 -0.203 0.643
S -2.485 0.641 -1.049
C -1.221 0.341 -0.312
C 5.259 3.028 0.739
N 4.694 2.203 -0.309
C 5.451 1.783 -1.479
C 4.431 0.956 -2.264
N 3.233 1.088 -1.491
C 3.405 1.850 -0.354
S 2.151 2.249 0.643
H 6.303 2.759 0.879
H 4.698 2.859 1.656
H 5.185 4.084 0.468
H 6.313 1.189 -1.173
H 5.810 2.659 -2.023
H 4.650 -0.116 -2.283
H 4.263 1.273 -3.296
H 2.339 0.492 -1.559
F 0.271 -2.265 0.296
Te 2.146 -2.356 -1.149
F 2.100 -0.823 1.496
F 3.799 -1.354 -0.606
F 3.001 -2.162 -2.816
F 0.676 -2.832 -2.267
O 1.437 -0.545 -1.148
N -2.935 3.483 9.176
C -2.557 3.037 8.188
C -2.081 2.484 6.950
C -2.979 2.267 5.904
C -2.522 1.746 4.711
C -1.164 1.442 4.559
C -0.270 1.654 5.616
C -0.729 2.174 6.808
C -0.684 0.915 3.333
C -0.227 0.459 2.283
H -4.024 2.506 6.036
H -3.208 1.569 3.895
H 0.774 1.403 5.493
H -0.051 2.340 7.634

Cartesian forces (eV/Å) of the 2 atoms listed first:
Os 0.0 0.1 0.6
S 0.1 0.0 0.1

Here are the Löwdin charges for atoms 1 to 5, given in e: 1.5440 0.9901 -0.7217 -0.0051 -0.1101

---

No. 2
The following is a quantum chemistry calculation of 3 unconnected molecules or ions with the total composition C14H34ClNO6P, from OMol25.

As for the total charge: +1. The highest occupied orbital energy is -11.50 eV. The value obtained for the gap between HOMO and LUMO is 8.91 eV.

Positions of all 57 atoms, in Å:
C 0.511 -3.440 1.213
C 0.320 -2.327 0.186
N 1.592 -2.044 -0.566
C 1.444 -1.792 -2.028
C 2.848 -1.778 -2.625
O 3.692 -0.832 -2.013
C 3.772 -0.998 -0.625
P 4.969 0.268 0.101
O 4.030 1.436 0.772
Cl 5.552 -0.761 1.782
C 2.370 -0.875 -0.041
H 1.558 -3.698 1.345
H 0.173 -3.069 2.168
H -0.030 -4.337 0.948
H 0.078 -1.423 0.723
H -0.491 -2.538 -0.496
H 2.213 -2.849 -0.465
H 0.803 -2.521 -2.505
H 0.996 -0.819 -2.178
H 3.252 -2.791 -2.539
H 2.805 -1.536 -3.677
H 4.169 -1.981 -0.346
H 3.334 1.708 0.146
H 1.923 0.022 -0.450
H 2.336 -0.819 1.040
C 0.299 2.846 -1.469
O 1.019 3.740 -0.653
C 2.110 4.376 -1.321
C 1.763 5.791 -1.723
O 0.752 5.811 -2.716
C -0.532 6.146 -2.212
H -0.625 2.588 -0.954
H 0.053 3.282 -2.439
H 0.886 1.926 -1.631
H 2.418 3.795 -2.196
H 2.946 4.401 -0.615
H 2.654 6.260 -2.152
H 1.463 6.373 -0.848
H -0.578 7.209 -1.958
H -0.788 5.551 -1.332
H -1.255 5.945 -3.000
C -2.585 -2.222 3.512
O -2.939 -3.084 2.444
C -4.231 -3.664 2.609
C -5.273 -2.967 1.765
O -5.491 -1.634 2.197
C -4.860 -0.662 1.385
H -1.690 -1.672 3.217
H -3.376 -1.504 3.737
H -2.358 -2.803 4.412
H -4.524 -3.648 3.661
H -4.161 -4.709 2.294
H -6.221 -3.503 1.867
H -4.986 -2.990 0.709
H -5.373 -0.573 0.422
H -3.806 -0.902 1.215
H -4.927 0.292 1.904

Cartesian forces (eV/Å) of the 2 atoms listed first:
C 0.2 0.2 -0.1
C 0.1 0.0 0.6

Here are the natural (NBO) charges for atoms 1 to 5, given in e: -0.6337 -0.2162 -0.3490 -0.2514 -0.0882

---

No. 3
The following is a quantum chemistry calculation of 2 unconnected molecules or ions with the total composition C4H13NOS, from OMol25.

The highest occupied orbital energy is -8.59 eV. The value obtained for the gap between HOMO and LUMO is 9.33 eV. The SMILES is NCCCCS.O.

Positions of all 20 atoms, in Å:
N 2.555 -0.001 0.276
C 1.691 -1.187 0.346
C 0.445 -0.957 1.233
C -0.364 0.313 0.988
C -1.101 0.419 -0.352
S -2.505 -0.660 -0.462
H 3.201 -0.062 -0.503
H 3.076 0.115 1.136
H 1.469 -1.472 -0.674
H 2.114 -2.047 0.886
H -0.215 -1.823 1.201
H 0.754 -0.840 2.276
H 0.361 1.139 0.926
H -1.073 0.593 1.762
H -0.454 0.121 -1.184
H -1.513 1.392 -0.599
H -1.970 -1.819 -0.897
O 1.148 2.235 -1.321
H 1.827 1.610 -0.980
H 1.430 3.098 -0.981

Cartesian forces (eV/Å) of the 2 atoms listed first:
N -0.1 -0.2 -0.1
C -0.5 0.1 1.1

Here are the natural (NBO) charges for atoms 1 to 5, given in e: -0.8676 -0.2203 -0.4120 -0.4224 -0.5243

---

No. 4
The following is a quantum chemistry calculation of a molecular structure, C34H57F3N2O2PmSi, from OMol25.

As for the total charge: +1. The spin multiplicity is 5. The highest occupied orbital energy (alpha / beta) is -11.01 / -11.03 eV. The expectation value of S² is 6.01. The value obtained for the gap between HOMO and LUMO (alpha / beta) is 8.12 / 8.43 eV.

Positions of all 100 atoms, in Å:
O 0.069 1.024 1.495
O 1.943 3.308 -1.854
C -0.736 2.119 2.093
C -0.789 2.051 3.611
H -1.742 1.987 1.668
H -0.317 3.057 1.702
H -1.349 1.174 3.964
H -1.322 2.928 3.996
H 0.206 2.045 4.074
C 1.364 0.732 2.138
C 2.382 1.861 2.006
H 1.731 -0.200 1.672
H 1.164 0.512 3.198
H 2.442 2.251 0.979
H 3.365 1.450 2.279
H 2.168 2.695 2.697
C 2.757 2.864 -2.960
C 2.176 4.678 -1.487
C 3.875 1.945 -2.500
H 3.198 3.727 -3.493
H 2.074 2.334 -3.641
H 4.532 2.461 -1.786
H 4.493 1.639 -3.351
H 3.476 1.034 -2.036
C 3.602 4.967 -1.038
H 1.465 4.898 -0.681
H 1.937 5.309 -2.359
H 3.943 4.259 -0.269
H 3.661 5.975 -0.614
H 4.298 4.942 -1.888
H -0.108 2.228 -1.422
N -0.912 -2.588 2.355
C -1.223 -3.883 2.130
C -1.349 -4.499 0.872
C -0.894 -4.060 -0.373
C -1.405 -4.819 3.295
H -2.076 -4.417 4.065
H -0.429 -5.070 3.743
H -1.842 -5.750 2.910
C -0.772 -5.090 -1.461
H 0.207 -5.075 -1.955
H -1.557 -4.968 -2.216
H -0.894 -6.084 -1.013
N -0.590 -2.775 -0.589
C -0.459 -2.176 3.665
C -1.358 -1.555 4.560
C -2.822 -1.417 4.269
C -0.878 -1.091 5.784
H -1.573 -0.599 6.467
C 0.462 -1.256 6.140
H 0.821 -0.897 7.108
C 1.319 -1.973 5.301
H 2.348 -2.180 5.601
C 0.873 -2.445 4.069
C 1.799 -3.293 3.251
C 0.008 -2.322 -1.807
C -0.822 -1.922 -2.870
C -2.311 -1.965 -2.694
C -0.224 -1.413 -4.024
H -0.865 -1.080 -4.845
C 1.170 -1.295 -4.102
H 1.629 -0.932 -5.026
C 1.977 -1.650 -3.015
H 3.059 -1.478 -3.049
C 1.412 -2.184 -1.860
C 2.248 -2.490 -0.652
Pm -1.130 -0.926 0.683
H -3.092 -0.431 3.871
H -3.374 -1.523 5.214
H -3.216 -2.173 3.585
H 1.724 -3.152 2.166
H 1.653 -4.364 3.463
H 2.839 -3.064 3.530
H -2.805 -1.694 -3.632
H -2.690 -1.250 -1.941
H -2.672 -2.960 -2.400
H 1.936 -3.397 -0.120
H 2.235 -1.658 0.072
H 3.295 -2.627 -0.952
H -1.708 -5.526 0.892
C -0.708 1.786 -2.252
Si -1.509 3.088 -3.411
H -0.031 1.128 -2.818
H -1.514 1.147 -1.848
C -2.034 4.636 -2.475
C -3.050 2.390 -4.235
C -0.481 3.729 -4.859
H -1.061 4.533 -5.340
H -0.301 2.954 -5.618
H 0.485 4.150 -4.552
H -2.846 4.413 -1.773
H -2.398 5.392 -3.186
H -1.200 5.073 -1.914
H -3.646 1.775 -3.549
H -2.794 1.784 -5.114
H -3.678 3.227 -4.573
F -4.180 -1.779 0.892
C -3.623 -0.490 0.668
F -4.330 -0.019 -0.437
F -4.129 0.268 1.736

Cartesian forces (eV/Å) of the 2 atoms listed first:
O 0.2 -0.3 0.5
O 0.6 0.4 -0.1

Here are the Löwdin charges for atoms 1 to 5, given in e: -0.3838 -0.2187 -0.1888 -0.0448 0.1148

---

No. 5
The following is a quantum chemistry calculation of C5H9NO in the gas phase, from OMol25.

The highest occupied orbital energy is -10.10 eV. The value obtained for the gap between HOMO and LUMO is 10.88 eV. The SMILES is [H]/N=C1\CC[C@@H](O)C1.

Positions of all 16 atoms, in Å:
H -2.441 1.020 -0.693
N -2.153 0.399 -1.442
C -1.084 0.162 -0.805
C -0.809 0.928 0.564
C 0.320 0.103 1.134
C 1.097 -0.304 -0.124
O 2.048 -1.308 0.097
C 0.038 -0.798 -1.097
H -1.669 1.010 1.262
H -0.508 1.977 0.381
H -0.100 -0.802 1.591
H 0.944 0.622 1.867
H 1.549 0.612 -0.552
H 2.656 -0.968 0.763
H -0.256 -1.817 -0.804
H 0.368 -0.836 -2.141

Cartesian forces (eV/Å) of the 2 atoms listed first:
H -2.1 0.8 -1.0
N 0.7 -0.1 0.8

Here are the natural (NBO) charges for atoms 1 to 5, given in e: 0.3326 -0.5781 0.3101 -0.5056 -0.4298

---

No. 6
The following is a quantum chemistry calculation of C5H9N3O4 in the gas phase, from OMol25.

The highest occupied orbital energy is -9.53 eV. The value obtained for the gap between HOMO and LUMO is 9.28 eV. The SMILES is CC(C)=NC/C([N+](=O)[O-])=[N+](/[O-])O.

Positions of all 21 atoms, in Å:
C -0.689 1.119 0.632
C -0.274 -0.208 0.247
C -1.197 -1.391 0.296
N 0.857 -0.463 -0.205
C 1.926 0.449 -0.628
C 3.321 -0.002 -0.339
N 4.217 1.029 0.002
O 3.855 2.113 0.394
O 5.405 0.728 -0.071
N 3.663 -1.238 -0.183
O 4.748 -1.654 0.142
O 2.695 -2.088 -0.556
H -0.513 1.805 -0.205
H -1.753 1.192 0.828
H -0.156 1.605 1.484
H -1.194 -1.959 1.328
H -0.862 -1.928 -0.593
H -2.273 -1.103 0.113
H 1.722 1.578 -0.333
H 1.833 0.525 -1.784
H 1.745 -1.743 -0.659

Cartesian forces (eV/Å) of the 2 atoms listed first:
C -0.7 2.7 0.5
C -0.3 -0.5 0.8

Here are the natural (NBO) charges for atoms 1 to 5, given in e: -0.7109 0.3640 -0.6615 -0.5007 -0.3084

---

Number 2 is which compound? C14H34ClNO6P